No. 1
Here is a molecular structure, C16H27AlN3O3 from OMol25. Energies are from ωB97M-V with the def2-TZVPD basis set.

Electronic energy in Eh: -1258.416798
Total charge: -1
Lowest unoccupied orbital energy in eV: 2.72
E_HOMO in eV: -5.16
Max |F| in eV/Å: 0.92
Gap between HOMO and LUMO in eV: 7.88

Each line ends with the Mulliken charge.
Positions of all 50 atoms, in Å:
C1 4.7392 -0.6663 1.6106  -1.0202
C2 3.2447 -0.6737 1.9095  0.4902
O1 2.7760 -1.6866 2.3995  -0.6551
N1 2.4823 0.4605 1.6269  0.1478
C3 3.1122 1.6320 2.3056  -0.9933
Al1 2.1797 0.8731 -0.2308  -0.0538
C4 0.4110 0.1762 -0.8996  -0.4479
C5 -0.5782 1.3063 -1.2603  -1.0843
C6 -2.0043 1.0537 -0.7931  -0.6266
N2 -2.5556 -0.1709 -1.3484  -0.0384
C7 -4.0015 -0.2098 -1.4069  -1.2443
C8 -4.6046 -0.3821 -0.0323  0.5573
C9 -5.4006 0.6090 0.5259  -0.3788
C10 -5.9181 0.4931 1.8117  -0.7280
C11 -5.6336 -0.6360 2.5596  -0.4560
C12 -4.8594 -1.6503 2.0161  -0.7331
C13 -4.3502 -1.5244 0.7279  0.9461
O2 -3.6175 -2.5174 0.1537  -0.5168
N3 3.6349 0.3293 -1.3808  0.3069
C14 4.1449 1.3814 -2.2555  -1.1267
C15 3.4830 -0.8526 -2.0311  0.6315
C16 2.9124 -2.0095 -1.2310  -1.0395
O3 3.8109 -1.0553 -3.2018  -0.7353
H1 5.0836 0.2332 1.1062  0.2843
H2 4.9872 -1.5374 1.0076  0.2897
H3 5.2806 -0.7679 2.5547  0.3633
H4 3.9501 1.3197 2.9334  0.4260
H5 3.4938 2.3860 1.6129  0.2756
H6 2.3629 2.0964 2.9477  0.2296
H7 2.1395 2.4905 -0.3219  -0.5222
H8 0.6169 -0.4064 -1.8043  0.3427
H9 -0.0334 -0.4984 -0.1639  0.4526
H10 -0.2577 2.2453 -0.7970  0.3358
H11 -0.5658 1.4809 -2.3413  0.3139
H12 -2.0071 1.0015 0.3006  0.2703
H13 -2.6296 1.9244 -1.0647  0.3007
H14 -2.1415 -0.3735 -2.2470  0.2282
H15 -4.4094 0.7323 -1.8092  0.4528
H16 -4.3070 -1.0344 -2.0525  0.4396
H17 -5.6045 1.5003 -0.0559  0.2962
H18 -6.5296 1.2800 2.2318  0.3647
H19 -6.0208 -0.7270 3.5657  0.3531
H20 -4.6493 -2.5492 2.5847  0.2830
H21 -3.3397 -3.1394 0.8328  0.2855
H22 3.5543 1.4859 -3.1695  0.3087
H23 4.1366 2.3332 -1.7271  0.3780
H24 5.1720 1.1723 -2.5677  0.3105
H25 3.7139 -2.7013 -0.9727  0.2808
H26 2.1763 -2.5117 -1.8553  0.2659
H27 2.4206 -1.7154 -0.3038  0.1891

No. 2
Here is a molecular structure, CH4F2N2 from OMol25. Energies are from ωB97M-V with the def2-TZVPD basis set.

Electronic energy in Eh: -349.727711
ΔE to the lowest compared entry with this formula, charge and spin in kcal per mole: 25.1
Total charge: 0
Lowest unoccupied orbital energy in eV: 0.92
E_HOMO in eV: -10.50
Max |F| in eV/Å: 5.37
Gap between HOMO and LUMO in eV: 11.42

Each line ends with the Mulliken charge.
Positions of all 9 atoms, in Å:
C1 0.7673 0.2493 -0.0382  0.8405
N1 0.1567 -0.0433 -1.2248  -0.5338
N2 -0.0461 0.6762 1.0623  -0.5676
F1 1.7573 0.9892 -0.2598  -0.2318
F2 1.5956 -1.1725 0.3193  -0.5028
H1 -0.8295 -0.3679 -1.2246  0.2270
H2 0.6125 -0.5933 -1.9773  0.2482
H3 0.5252 1.4076 1.5580  0.2615
H4 -0.4292 0.1480 1.8114  0.2588

No. 3
Here is a molecular structure, C33H29Br2CsN11O3S2 from OMol25. Energies are from ωB97M-V with the def2-TZVPD basis set.

Electronic energy in Eh: -8067.647977
ΔE to the lowest compared entry with this formula, charge and spin in kcal per mole: 1.8
Total charge: -1
Lowest unoccupied orbital energy in eV: 1.90
E_HOMO in eV: -4.77
Max |F| in eV/Å: 0.14
Gap between HOMO and LUMO in eV: 6.67

Each line ends with the Mulliken charge.
Positions of all 81 atoms, in Å:
Cs1 -0.8010 -1.0017 0.6349  1.0972
C1 0.2495 1.7246 -2.5769  -2.0077
C2 0.1730 1.8570 -1.0810  0.2451
N1 1.1756 1.6658 -0.3083  -0.2345
N2 2.3357 1.2861 -0.9156  0.1715
C3 3.5277 1.2989 -0.2627  0.2240
N3 4.5203 0.7271 -0.9795  -0.3042
S1 3.8053 1.9735 1.2345  -0.3511
C4 -1.1272 2.1978 -0.4252  0.6643
C5 -2.3159 2.1933 -1.1479  -0.2044
C6 -3.5044 2.4986 -0.5001  -0.6357
C7 -3.4715 2.7830 0.8486  -0.3759
C8 -2.2421 2.7329 1.4947  -0.2758
N4 -1.0979 2.4521 0.8895  -0.2445
H1 0.2315 0.6726 -2.8787  0.2744
H2 1.1829 2.1517 -2.9470  0.5746
H3 -0.5695 2.2370 -3.0712  0.5029
H4 2.2955 0.8225 -1.8170  0.2127
H5 4.3798 0.4324 -1.9346  0.1728
H6 5.4499 0.8184 -0.6146  0.2114
H7 -2.3343 1.9235 -2.1933  0.0581
H8 -4.4424 2.4754 -1.0404  0.4249
H9 -4.3747 2.9874 1.4059  0.4522
H10 -2.1806 2.9173 2.5621  0.3957
C9 -1.5805 -1.8402 -3.4183  -1.3133
C10 -2.9715 -1.5188 -2.9480  0.6690
C11 -4.0475 -1.5934 -3.8623  -1.1115
C12 -5.3048 -1.2819 -3.4453  -0.9087
C13 -5.5263 -0.8892 -2.1050  0.8382
C14 -6.7936 -0.5452 -1.5791  -0.0956
Br1 -8.3493 -0.5885 -2.6802  -0.2827
C15 -6.9243 -0.1762 -0.2688  -0.3912
C16 -5.8106 -0.1308 0.5669  0.0465
Br2 -6.0577 0.4149 2.3695  -0.2146
C17 -4.4975 -0.4486 0.1590  0.2453
O1 -3.4889 -0.3847 0.9037  -0.6082
C18 -4.3943 -0.8445 -1.2539  -0.5053
N5 -3.1475 -1.1607 -1.6982  0.4563
H11 -1.5524 -2.8067 -3.9263  0.4921
H12 -0.8785 -1.8642 -2.5880  0.0888
H13 -1.2344 -1.0925 -4.1378  0.3226
H14 -3.8593 -1.8967 -4.8850  0.4599
H15 -6.1434 -1.3318 -4.1270  0.3530
H16 -7.8957 0.0860 0.1280  0.4300
O2 1.1557 -1.9498 -1.4822  -0.1210
N6 1.8370 -2.9041 -1.9293  -0.5435
C19 2.7096 -2.6312 -2.8986  0.2469
C20 3.5040 -3.6862 -3.4294  0.0087
N7 4.1582 -4.5253 -3.8697  -0.5295
C21 2.8926 -1.2948 -3.3492  0.5048
N8 3.0149 -0.1918 -3.6662  -0.7012
C22 -0.6918 -4.5489 0.2013  -0.8355
C23 0.4167 -4.5066 1.2309  0.6321
N9 1.6652 -4.4063 0.7196  -0.2435
O3 0.1975 -4.5879 2.4303  -0.6631
H17 -0.8002 -5.5721 -0.1612  0.3873
H18 -0.4669 -3.9112 -0.6550  0.0992
H19 -1.6270 -4.2520 0.6712  0.2455
H20 1.8091 -4.1480 -0.2487  0.3262
H21 2.4242 -4.2948 1.3705  0.2145
S2 3.7308 0.2814 6.5648  -0.3446
C24 2.7347 -0.2016 5.1828  0.6301
C25 2.2405 0.6998 4.2533  -0.8196
C26 1.4443 0.2153 3.2280  -0.4604
N10 1.0888 -1.0636 3.1161  0.0773
C27 1.5442 -1.9200 4.0303  -0.6144
C28 2.3804 -1.5413 5.0682  -0.8191
C29 4.8438 1.4822 5.8993  0.4830
C30 5.2658 1.5257 4.5774  -0.3836
C31 6.1796 2.5021 4.2099  -0.3815
N11 6.7080 3.3899 5.0507  -0.6202
C32 6.3045 3.3240 6.3171  -0.3290
C33 5.3777 2.4099 6.7883  -0.4059
H22 2.4832 1.7522 4.2916  0.5821
H23 1.0935 0.8994 2.4596  0.6212
H24 1.2345 -2.9531 3.9086  0.5435
H25 2.7542 -2.2770 5.7679  0.4274
H26 4.8918 0.8412 3.8288  0.6679
H27 6.4942 2.5647 3.1743  0.3923
H28 6.7352 4.0521 6.9965  0.3440
H29 5.0704 2.4260 7.8259  0.3632

No. 4
Here is a single C18H12ClF3N4O2S molecule from OMol25. Energies are from ωB97M-V with the def2-TZVPD basis set.

Electronic energy in Eh: -2220.596705
ΔE to the lowest compared entry with this formula, charge and spin in kcal per mole: 0.0
Total charge: 0
Lowest unoccupied orbital energy in eV: -1.14
E_HOMO in eV: -8.84
Max |F| in eV/Å: 7.67
SMILES: O=C(CSc1nc2ccccc2nc1C(F)(F)F)NC(=O)Nc1ccccc1Cl
Gap between HOMO and LUMO in eV: 7.70

Each line ends with the Mulliken charge.
Positions of all 41 atoms, in Å:
O1 0.9588 -2.9374 -0.2207  -0.5724
C1 1.6335 -2.4884 -1.1491  0.4641
C2 3.1265 -2.4189 -0.9975  -0.5467
S1 3.7324 -1.6436 0.5598  -0.1511
C3 2.4881 -0.2660 0.6670  -0.0224
N1 2.0570 0.2774 -0.5242  -0.2517
C4 1.2779 1.3572 -0.4092  0.7588
C5 0.9868 2.0807 -1.5896  -0.4886
C6 0.1411 3.1805 -1.5004  -0.2928
C7 -0.2378 3.7345 -0.2726  -0.5085
C8 0.1338 3.0488 0.9027  -0.4011
C9 0.7786 1.7891 0.8355  0.3409
N2 1.0843 1.1374 2.0326  -0.6526
C10 1.9144 0.0285 1.9529  0.3595
C11 2.3349 -0.7797 3.1758  0.6071
F1 2.2105 -2.1539 3.1912  -0.1946
F2 1.7025 -0.3806 4.2641  -0.2581
F3 3.6771 -0.5113 3.2784  -0.2448
N3 0.9611 -1.8497 -2.1824  -0.0971
C12 -0.2879 -1.3447 -2.1270  0.2098
O2 -0.3958 -0.3177 -2.7362  -0.5741
N4 -1.2594 -1.6960 -1.1819  -0.2002
C13 -2.2257 -0.9283 -0.5221  -0.0768
C14 -2.7798 0.0888 -1.0815  -0.0990
C15 -3.8371 0.8604 -0.3332  -0.8524
C16 -4.1317 0.4540 0.9196  -0.2766
C17 -3.6306 -0.7169 1.4868  -0.6450
C18 -2.5926 -1.3424 0.7979  0.5269
Cl1 -1.7217 -2.7799 1.4556  -0.2224
H1 3.5327 -1.8092 -1.8180  0.3579
H2 3.5034 -3.4572 -0.9726  0.4131
H3 1.1204 1.5837 -2.6156  0.2253
H4 -0.2592 3.6915 -2.4388  0.2993
H5 -0.8567 4.6547 -0.3798  0.3424
H6 -0.1736 3.4629 1.8721  0.4042
H7 1.5667 -1.3257 -2.7735  0.2739
H8 -0.8733 -2.4492 -0.6500  0.2564
H9 -2.5251 0.4850 -2.0099  0.5238
H10 -4.2244 1.6911 -0.8100  0.4771
H11 -4.8765 1.0392 1.4811  0.3434
H12 -4.0335 -1.0485 2.4225  0.4455

No. 5
Here is a single C2H3NOS2 molecule from OMol25. Energies are from ωB97M-V with the def2-TZVPD basis set.

Electronic energy in Eh: -1004.276206
ΔE to the lowest compared entry with this formula, charge and spin in kcal per mole: 69.9
Total charge: 0
Lowest unoccupied orbital energy in eV: -0.79
E_HOMO in eV: -8.36
Max |F| in eV/Å: 2.61
SMILES: ON(C=S)C=S
Gap between HOMO and LUMO in eV: 7.57

Each line ends with the Mulliken charge.
Positions of all 9 atoms, in Å:
O1 0.1994 2.4072 -0.0755  -0.4134
N1 0.0836 0.9304 0.0303  0.0829
C1 1.3396 0.2946 0.0360  -0.0409
S1 1.5683 -1.2630 -0.0429  -0.2516
C2 -1.1904 0.4997 -0.1618  -0.0982
S2 -1.8079 -0.9621 0.0712  -0.2605
H1 0.3402 2.6376 0.8535  0.3538
H2 2.1417 1.0261 0.3173  0.2946
H3 -1.7246 1.4013 -0.4775  0.3333

No. 6
Here is a single C8H8 molecule from OMol25. Energies are from ωB97M-V with the def2-TZVPD basis set.

Electronic energy in Eh: -309.471724
ΔE to the lowest compared entry with this formula, charge and spin in kcal per mole: 89.2
Total charge: 0
Lowest unoccupied orbital energy in eV: 1.02
E_HOMO in eV: -8.35
Max |F| in eV/Å: 3.72
SMILES: Cc1ccc2c(C)c1-2
Gap between HOMO and LUMO in eV: 9.38

Each line ends with the Mulliken charge.
Positions of all 16 atoms, in Å:
C1 -2.0324 -0.3836 -1.4041  -1.0074
C2 -1.1124 0.2495 -0.3784  0.3248
C3 -1.4146 1.0843 0.6709  0.0175
C4 -0.2667 1.6343 1.2899  -1.1336
C5 0.8145 1.0796 0.7007  0.2515
C6 1.5345 0.2488 -0.1091  -0.0339
C7 2.9103 -0.3199 -0.2856  -1.2354
C8 0.2444 -0.0284 -0.4041  0.4229
H1 -2.2421 0.4276 -2.1833  0.2324
H2 -2.9896 -0.6317 -0.8166  0.2661
H3 -1.4123 -1.2508 -1.6840  0.3373
H4 -2.4841 1.4857 1.0040  0.2483
H5 -0.2738 2.2533 2.1891  0.3484
H6 2.9495 -1.3633 -0.4400  0.3560
H7 3.4589 -0.0271 0.5792  0.3603
H8 3.4182 0.1903 -1.2177  0.2448

Please write out number 2 again, unchanged.
Here is a molecular structure, CH4F2N2 from OMol25. Energies are from ωB97M-V with the def2-TZVPD basis set.

Electronic energy in Eh: -349.727711
ΔE to the lowest compared entry with this formula, charge and spin in kcal per mole: 25.1
Total charge: 0
Lowest unoccupied orbital energy in eV: 0.92
E_HOMO in eV: -10.50
Max |F| in eV/Å: 5.37
Gap between HOMO and LUMO in eV: 11.42

Each line ends with the Mulliken charge.
Positions of all 9 atoms, in Å:
C1 0.7673 0.2493 -0.0382  0.8405
N1 0.1567 -0.0433 -1.2248  -0.5338
N2 -0.0461 0.6762 1.0623  -0.5676
F1 1.7573 0.9892 -0.2598  -0.2318
F2 1.5956 -1.1725 0.3193  -0.5028
H1 -0.8295 -0.3679 -1.2246  0.2270
H2 0.6125 -0.5933 -1.9773  0.2482
H3 0.5252 1.4076 1.5580  0.2615
H4 -0.4292 0.1480 1.8114  0.2588

Which formula does entry 2 have?
CH4F2N2

What is the E_HOMO in the fifth record?
-8.36 eV